1.
The following is a DFT calculation (ωB97M-V/def2-TZVPD) of a cluster of 4 separate species, C20H42N3O12S in total in a non-equilibrium geometry.

XYZ file:
```
78
C20H42N3O12S (ωB97M-V/def2-TZVPD)
O -2.056 -0.521 -4.166
S -1.447 -0.902 -2.941
O -0.843 0.124 -2.133
O -0.341 -2.018 -3.187
C -2.650 -1.784 -1.980
C -2.475 -1.757 -0.452
C -2.441 -3.162 0.145
C -2.348 -3.206 1.677
N -1.895 -1.965 2.332
C -0.641 -1.642 2.488
N -0.223 -0.587 3.189
C 0.993 -0.890 4.007
C 1.071 -2.380 4.325
C 1.046 -3.210 3.029
N 0.348 -2.449 1.923
H 0.515 -1.694 -2.860
H -3.596 -1.327 -2.281
H -2.649 -2.810 -2.361
H -1.542 -1.239 -0.204
H -3.300 -1.172 -0.030
H -1.596 -3.703 -0.292
H -3.349 -3.705 -0.136
H -3.334 -3.399 2.105
H -1.694 -4.013 2.002
H -2.609 -1.296 2.614
H -0.964 -0.153 3.728
H 0.908 -0.293 4.915
H 1.884 -0.564 3.463
H 0.271 -2.660 5.018
H 2.014 -2.572 4.843
H 2.058 -3.376 2.660
H 0.553 -4.174 3.163
H 1.060 -1.807 1.581
C -1.004 -1.354 -7.020
C 0.266 -0.834 -6.378
O 1.427 -1.306 -7.085
C 1.718 -0.641 -8.205
O 1.126 0.316 -8.634
O 2.784 -1.212 -8.763
C 3.191 -0.626 -10.007
H -0.944 -2.440 -7.115
H -1.869 -1.103 -6.412
H -1.143 -0.935 -8.015
H 0.368 -1.248 -5.376
H 0.285 0.252 -6.306
H 3.325 0.448 -9.898
H 2.448 -0.823 -10.778
H 4.131 -1.105 -10.257
C 2.383 3.863 1.052
C 2.810 2.626 1.809
O 4.038 2.812 2.526
C 3.917 3.459 3.692
O 2.879 3.814 4.192
O 5.129 3.620 4.205
C 5.170 4.348 5.442
H 3.183 4.194 0.390
H 1.500 3.647 0.451
H 2.144 4.674 1.740
H 3.017 1.812 1.114
H 2.033 2.301 2.505
H 4.490 3.908 6.168
H 4.902 5.389 5.274
H 6.197 4.273 5.784
C -2.108 1.938 0.208
C -1.319 1.457 1.399
O -1.702 2.051 2.649
C -2.760 1.470 3.226
O -3.285 0.446 2.839
O -3.095 2.164 4.296
C -4.247 1.681 5.010
H -2.024 3.020 0.113
H -1.683 1.440 -0.658
H -3.166 1.681 0.280
H -0.269 1.717 1.278
H -1.403 0.376 1.503
H -4.134 0.627 5.250
H -5.145 1.828 4.412
H -4.293 2.278 5.914
```

Output
LUMO level = -0.10702 Ha
frontier orbital gap = 9.06 eV
energy above the lowest of the compared OMol25 structures with the same formula, charge and spin = 0.000 eV
total charge = +1

Atomic partial charges in e from the Löwdin method, atoms 1 to 2: -0.24, 0.60

2.
The following is a DFT calculation (ωB97M-V/def2-TZVPD) of a cluster of 2 separate species, C6H12N2O3S in total in a non-equilibrium geometry.

XYZ file:
```
24
C6H12N2O3S (ωB97M-V/def2-TZVPD)
C -1.341 -1.056 0.136
C 0.049 -0.977 -1.871
C -3.129 0.561 0.514
C 2.404 1.876 0.922
C 0.104 -1.146 -0.337
C 1.005 -0.304 0.336
N 2.680 -1.458 0.539
N -1.782 0.237 0.201
O -1.952 -2.055 0.478
O 2.360 -2.540 0.232
O 0.282 2.117 -0.588
S 1.536 1.260 -0.541
H -0.421 0.022 -1.965
H 1.123 -1.078 -2.110
H -0.568 -1.744 -2.529
H -2.948 1.161 1.450
H -3.736 1.298 -0.046
H -3.627 -0.463 0.730
H 1.818 1.678 1.861
H 2.904 2.866 0.690
H 3.206 1.139 0.885
H 0.451 -2.225 -0.081
H 0.803 -0.138 1.319
H -1.221 0.968 -0.227
```

Output
LUMO level (spin up / spin down) = -0.03443 / -0.03441 Ha
frontier orbital gap (spin up / spin down) = 8.03 / 8.03 eV
energy above the lowest of the compared OMol25 structures with the same formula, charge and spin = 6.459 eV
total charge = 0

Atomic partial charges in e from the Löwdin method, atoms 1 to 2: -0.48, -0.05

3.
The following is a DFT calculation (ωB97M-V/def2-TZVPD) of a structure of composition C7H3N in a non-equilibrium geometry.

XYZ file:
```
11
C7H3N (ωB97M-V/def2-TZVPD)
C -0.679 -2.984 0.284
C -0.640 -1.925 1.065
C -0.276 -0.579 0.755
C 0.067 0.596 0.378
C 0.610 1.885 -0.082
C 1.028 2.861 -0.795
C 0.983 4.215 -1.441
H 0.145 -3.460 -0.695
H -1.330 -3.740 0.714
H -1.154 -1.935 2.144
N 1.246 5.066 -2.327
```

Output
LUMO level = -0.04381 Ha
frontier orbital gap = 8.24 eV
energy above the lowest of the compared OMol25 structures with the same formula, charge and spin = 2.862 eV
total charge = 0

Atomic partial charges in e from the Löwdin method, atoms 1 to 2: -0.02, -0.26

4.
The following is a DFT calculation (ωB97M-V/def2-TZVPD) of a cluster of 10 separate species, C33H81F4NO16P2 in total in a non-equilibrium geometry.

XYZ file:
```
137
C33H81F4NO16P2 (ωB97M-V/def2-TZVPD)
C -0.625 -8.791 -0.850
C 0.837 -8.092 -1.251
O 0.526 -6.708 -1.643
C 1.306 -5.720 -0.880
C 1.829 -4.485 -1.879
O 1.959 -3.297 -1.019
C 2.384 -2.105 -1.774
C 1.312 -0.845 -1.707
C 1.736 0.023 -3.030
C 0.920 -0.455 -4.406
O 1.544 0.103 -5.649
N -0.093 -1.336 -2.114
C -1.087 -0.862 -1.033
O -2.340 -0.443 -1.226
C -0.142 -0.975 0.302
P -0.860 -0.613 2.033
P -2.825 -1.618 2.303
O -3.164 -2.386 0.961
O -2.549 -2.834 3.563
O -4.078 -0.494 2.772
C 1.139 -0.051 -0.248
C 0.493 1.484 -0.404
C 1.671 2.666 -0.285
C 1.316 3.570 1.042
F 1.740 5.007 0.896
C 2.283 -0.302 0.902
F 2.289 -1.681 1.475
F 3.687 -0.086 0.385
F 2.167 0.621 2.084
H -1.275 -8.071 -0.161
H -0.415 -9.795 -0.240
H -1.162 -9.019 -1.865
H 1.356 -8.606 -2.168
H 1.500 -8.193 -0.284
H 0.638 -5.186 -0.049
H 2.260 -6.148 -0.354
H 2.869 -4.860 -2.299
H 1.126 -4.339 -2.810
H 2.406 -2.437 -2.921
H 3.506 -1.770 -1.543
H 1.695 1.185 -2.902
H 2.879 -0.239 -3.253
H -0.198 -0.068 -4.427
H 0.972 -1.637 -4.548
H 0.928 -0.263 -6.378
H -0.257 -2.365 -2.035
H 0.035 -2.154 0.361
H -1.142 0.819 2.203
H -2.701 -3.701 3.084
H -4.449 -0.159 1.895
H 0.021 1.656 -1.487
H -0.380 1.689 0.353
H 1.652 3.399 -1.216
H 2.751 2.227 -0.183
H 0.154 3.613 1.276
H 1.829 3.183 2.026
C -7.423 1.914 3.278
C -5.977 2.341 3.414
O -5.388 2.478 2.129
H -7.495 0.963 2.739
H -7.890 1.799 4.260
H -7.992 2.650 2.700
H -5.407 1.592 3.973
H -5.898 3.297 3.940
H -5.896 3.151 1.644
C 4.911 -1.482 -7.246
C 5.481 -0.112 -6.944
O 4.492 0.884 -7.163
H 4.563 -1.534 -8.283
H 5.662 -2.261 -7.087
H 4.045 -1.691 -6.610
H 6.332 0.102 -7.597
H 5.819 -0.048 -5.905
H 3.744 0.689 -6.572
C -2.295 -13.145 -3.286
C -2.145 -11.674 -2.958
O -1.637 -11.520 -1.641
H -2.970 -13.632 -2.574
H -2.690 -13.281 -4.297
H -1.330 -13.659 -3.212
H -3.114 -11.169 -3.011
H -1.462 -11.183 -3.658
H -0.772 -11.964 -1.606
C -8.540 0.854 -1.384
C -8.391 2.325 -1.056
O -7.882 2.479 0.261
H -9.215 0.368 -0.672
H -8.935 0.718 -2.395
H -7.576 0.341 -1.311
H -9.360 2.830 -1.109
H -7.707 2.816 -1.756
H -7.018 2.035 0.295
C -4.585 6.449 4.565
C -3.384 6.657 3.666
O -3.042 5.438 3.023
H -4.373 5.685 5.319
H -4.858 7.379 5.071
H -5.445 6.097 3.986
H -2.520 6.988 4.251
H -3.592 7.411 2.901
H -3.812 5.157 2.500
C 1.977 6.934 4.984
C 0.914 7.573 4.114
O 1.356 7.622 2.766
H 2.913 7.499 4.926
H 1.653 6.893 6.028
H 2.197 5.917 4.643
H 0.713 8.596 4.445
H -0.021 7.007 4.157
H 1.524 6.708 2.479
C 8.330 -5.504 -7.279
C 6.872 -5.564 -6.870
O 6.131 -4.578 -7.574
H 8.747 -4.514 -7.071
H 8.916 -6.255 -6.741
H 8.438 -5.676 -8.355
H 6.767 -5.370 -5.799
H 6.444 -6.547 -7.087
H 6.224 -4.765 -8.525
C -1.789 1.868 5.913
C -0.947 2.486 4.816
O -1.551 2.256 3.552
H -1.902 0.791 5.751
H -1.335 2.033 6.894
H -2.797 2.297 5.915
H 0.052 2.040 4.803
H -0.840 3.565 4.964
H -2.434 2.664 3.571
C 4.572 9.820 5.641
C 5.564 10.567 6.509
O 5.624 9.974 7.797
H 3.577 9.832 6.097
H 4.511 10.267 4.645
H 4.862 8.769 5.538
H 5.259 11.611 6.627
H 6.565 10.548 6.066
H 5.904 9.049 7.682
```

Output
SMILES = CCOCCOC[C@@]1(CCO)NC(=O)[C@H](PP(=O)(O)O)[C@@]1(CCCF)C(F)(F)F.CCO.CCO.CCO.CCO.CCO.CCO.CCO.CCO.CCO
LUMO level = 0.00553 Ha
frontier orbital gap = 8.97 eV
total charge = 0

Atomic partial charges in e from the Löwdin method, atoms 1 to 2: -0.10, -0.24